No. 1
# C44H49Cl4N8NiO

C44H49Cl4N8NiO as an isolated structure (ωB97M-V with the def2-TZVPD basis set, OMol25).

Summary:
* multiplicity: 3
* DFT total energy: -151519.235 eV
* ΔE to the lowest compared entry with this formula, charge and spin: 0.000 eV
* net charge: +1

Each line ends with the Löwdin spin population.
CARTESIAN COORDINATES (ANGSTROEM)
Ni  -0.4403  2.4140  -1.1810  1.730
C  1.0367  -1.0454  0.6894  0.003
C  -0.3151  -0.4423  0.3546  0.012
O  -0.2329  0.6023  -0.5308  0.065
H  0.9464  -1.7471  1.5249  0.001
H  1.6919  -0.2297  1.0079  0.000
H  1.5438  -1.5444  -0.1395  0.000
H  -0.8190  -0.1589  1.3091  0.001
H  -1.0198  -1.2207  -0.0156  0.001
N  -1.8627  -2.4358  5.1179  0.000
C  -1.3730  -1.4361  4.3872  0.000
C  -2.0649  -0.2632  4.1253  0.000
C  -3.3295  -0.1154  4.6672  0.000
C  -3.8525  -1.1464  5.4208  0.000
C  -3.0870  -2.3001  5.5948  0.000
H  -0.3610  -1.5781  4.0201  0.000
H  -1.5708  0.4862  3.5199  0.000
H  -3.9293  0.7778  4.5344  0.000
H  -4.8467  -1.0862  5.8411  0.000
H  -3.5219  -3.1096  6.1726  0.000
N  1.2050  3.0783  0.0049  0.037
C  1.2561  2.7039  1.2836  0.001
C  2.1976  3.1890  2.1782  0.001
C  3.2138  4.0041  1.7212  -0.001
C  3.2254  4.3043  0.3602  0.002
C  2.2103  3.8180  -0.4458  0.004
H  0.5224  1.9761  1.6105  0.000
H  2.1158  2.8780  3.2115  0.000
H  3.9729  4.4200  2.3683  0.000
H  3.9781  4.9608  -0.0530  0.000
H  2.2156  4.0571  -1.5036  0.001
N  -1.9677  2.0148  -2.4901  0.038
C  -1.9249  0.8202  -3.0734  0.001
C  -2.8379  0.4275  -4.0267  0.001
C  -3.8348  1.3184  -4.4194  -0.002
C  -3.8862  2.5588  -3.8097  0.002
C  -2.9381  2.8528  -2.8475  0.006
H  -1.1349  0.1563  -2.7452  0.000
H  -2.7362  -0.5400  -4.4983  0.000
H  -4.5525  0.9937  -5.1616  0.000
H  -4.6208  3.3040  -4.0779  0.000
H  -3.0028  3.8001  -2.3210  0.001
N  -1.6953  3.0258  0.3761  0.041
C  -1.5113  4.1337  1.0888  0.005
C  -2.1828  4.3859  2.2706  0.002
C  -3.1598  3.4860  2.6877  -0.001
C  -3.4601  2.4069  1.8748  0.001
C  -2.6544  2.1866  0.7731  0.001
H  -0.7357  4.8154  0.7568  0.001
H  -2.0085  5.2719  2.8641  0.000
H  -3.6921  3.6329  3.6188  0.000
H  -4.3099  1.7619  2.0531  0.000
H  -2.7979  1.3043  0.1604  0.000
N  -6.0483  -0.3960  1.2491  0.000
C  -4.8839  -0.9927  1.4375  0.000
C  -3.9668  -1.2181  0.4042  0.000
C  -4.2611  -0.7614  -0.8623  0.000
C  -5.4422  -0.0625  -1.0397  0.000
C  -6.3176  0.0566  0.0335  0.000
H  -4.6367  -1.3775  2.4219  0.000
H  -3.0672  -1.7400  0.6962  0.000
H  -3.5461  -0.9182  -1.6602  0.000
H  -5.7097  0.3261  -2.0149  0.000
H  -7.2616  0.5760  -0.0899  0.000
N  0.9609  2.0781  -2.7907  0.037
C  1.8444  1.0761  -2.7539  0.001
C  2.6706  0.7665  -3.8052  0.001
C  2.6417  1.5814  -4.9321  -0.001
C  1.7296  2.6276  -4.9952  0.002
C  0.9067  2.8126  -3.9010  0.005
H  1.9202  0.5905  -1.7861  0.000
H  3.4209  -0.0074  -3.7497  0.000
H  3.3281  1.3611  -5.7405  0.000
H  1.6337  3.2424  -5.8771  0.000
H  0.1752  3.6174  -3.9365  0.002
N  5.0124  -4.6311  0.8800  0.000
C  4.9422  -5.9387  0.6625  0.000
C  3.8144  -6.5808  0.1561  0.000
C  2.6807  -5.8319  -0.0863  0.000
C  2.7382  -4.4613  0.1621  0.000
C  3.9083  -3.9235  0.6688  0.000
H  5.8392  -6.5182  0.8526  0.000
H  3.8587  -7.6546  0.0294  0.000
H  1.7586  -6.2538  -0.4657  0.000
H  1.8543  -3.8552  0.0180  0.000
H  3.9722  -2.8605  0.8850  0.000
N  6.0975  -0.6969  0.7046  0.000
C  6.6707  -0.3980  -0.4554  0.000
C  6.1541  0.5285  -1.3452  0.000
C  4.9305  1.0980  -1.0400  0.000
C  4.3128  0.7938  0.1558  0.000
C  4.9325  -0.1325  0.9840  0.000
H  7.5838  -0.9451  -0.6640  0.000
H  6.7004  0.8171  -2.2327  0.000
H  4.5111  1.8542  -1.6955  0.000
H  3.3508  1.2236  0.3942  0.000
H  4.5022  -0.4218  1.9399  0.000
C  -1.3667  -4.6812  2.6291  0.000
Cl  -2.9124  -4.1032  1.9659  0.000
Cl  -1.0333  -6.3246  2.1138  0.000
H  -0.5776  -4.0183  2.2891  0.000
H  -1.4267  -4.6163  3.7104  0.000
C  0.7012  -2.6051  -3.0689  0.000
Cl  2.4583  -2.6401  -2.8108  0.000
Cl  0.2295  -1.5978  -4.4430  0.000
H  0.3669  -3.6183  -3.2456  0.000
H  0.2840  -2.1730  -2.1650  0.000

***

No. 2
# C2H6N2S3

One molecule with the formula C2H6N2S3 (ωB97M-V with the def2-TZVPD basis set, OMol25).

Summary:
* DFT total energy: -37651.516 eV
* ΔE to the lowest compared entry with this formula, charge and spin: 5.063 eV

Each line ends with the Mulliken charge.
CARTESIAN COORDINATES (ANGSTROEM)
C  -0.5224  -0.1591  -0.8832  -0.736
C  0.8989  -0.7215  -0.8891  -0.441
N  2.2334  1.6518  -0.6509  -0.253
N  -0.6162  1.1711  -1.3440  -0.248
S  -1.5220  2.3335  -0.7863  -0.055
S  0.5643  0.6010  2.0327  -0.353
S  2.0003  0.3807  -0.0065  0.235
H  -1.1206  -0.6344  -1.6549  0.369
H  -1.1164  -0.3535  0.0283  0.495
H  0.7256  -1.6223  -0.3643  0.323
H  1.1723  -0.8300  -1.9167  0.371
H  -1.9423  2.2252  0.5046  0.144
H  1.4543  1.6005  2.2237  0.151

***

No. 3
# C4H7NOS2

One molecule with the formula C4H7NOS2 (ωB97M-V with the def2-TZVPD basis set, OMol25).

Summary:
* DFT total energy: -29466.709 eV
* ΔE to the lowest compared entry with this formula, charge and spin: 3.081 eV
* SMILES string: CON1C[C@H](S)C1=S

Each line ends with the Mulliken charge.
CARTESIAN COORDINATES (ANGSTROEM)
C  -2.2121  -0.0651  0.8475  -0.475
O  -1.6963  -0.1734  -0.4839  -0.342
N  -0.3622  -0.0527  -0.4754  0.408
C  0.6874  -1.0309  -0.6716  -0.572
C  1.6140  0.1807  -0.7369  0.040
S  2.9885  0.2572  0.4064  -0.190
C  0.3798  1.0647  -0.4678  -0.117
S  0.0859  2.6485  -0.2108  -0.350
H  -1.6959  -0.7785  1.4678  0.248
H  -3.2723  -0.4060  0.7459  0.243
H  -2.1489  0.9732  1.2164  0.209
H  0.5378  -1.5756  -1.6153  0.240
H  0.8408  -1.7018  0.2041  0.242
H  2.0341  0.3669  -1.7471  0.287
H  2.2195  0.2930  1.5204  0.129